Molecular formula: C65H181N15O22
Method: DFT, wB97M-V/def2-TZVPD

## Properties
Multiplicity: 1
Total charge: 0
LUMO energy, eV: 0.323

Element x y z (Å)
1 C -4.467 4.742 -0.957
2 C -3.815 3.468 -0.595
3 C -3.880 3.050 0.886
4 O -3.341 1.781 1.174
5 C -3.609 1.269 2.430
6 N -4.418 2.380 -1.379
7 H -4.189 5.585 -0.324
8 H -5.555 4.719 -0.886
9 H -4.194 5.122 -1.941
10 H -2.760 3.376 -0.853
11 H -4.915 3.096 1.225
12 H -3.491 3.764 1.612
13 H -3.213 1.892 3.232
14 H -3.268 0.236 2.497
15 H -4.689 1.341 2.559
16 H -4.655 2.900 -2.212
17 H -3.707 1.673 -1.505
18 C 3.616 -4.075 -5.239
19 C 3.124 -2.645 -5.594
20 C 2.193 -2.048 -4.486
21 O 0.985 -2.916 -4.202
22 C -0.018 -2.683 -5.128
23 N 4.385 -1.901 -5.724
24 H 4.236 -4.159 -4.346
25 H 4.203 -4.510 -6.048
26 H 2.806 -4.800 -5.168
27 H 2.588 -2.616 -6.542
28 H 1.896 -1.041 -4.777
29 H 2.795 -1.887 -3.592
30 H -0.333 -1.649 -4.991
31 H -0.889 -3.253 -4.804
32 H 0.392 -3.028 -6.077
33 H 4.171 -0.941 -5.956
34 H 4.954 -2.238 -6.488
35 C 5.056 -6.195 0.656
36 C 4.581 -6.021 -0.785
37 C 3.515 -4.903 -0.784
38 O 3.894 -3.665 -0.096
39 C 2.904 -2.736 -0.390
40 N 5.763 -5.730 -1.615
41 H 4.227 -6.290 1.358
42 H 5.678 -5.415 1.095
43 H 5.696 -7.075 0.732
44 H 4.176 -6.980 -1.108
45 H 2.527 -5.286 -0.528
46 H 3.470 -4.695 -1.854
47 H 2.880 -2.444 -1.440
48 H 3.213 -1.816 0.105
49 H 1.930 -3.079 -0.040
50 H 5.975 -4.742 -1.603
51 H 6.465 -6.214 -1.074
52 C 1.337 4.931 5.687
53 C 2.164 4.860 4.423
54 C 2.123 6.194 3.666
55 O 2.647 5.973 2.388
56 C 2.873 7.140 1.598
57 N 3.517 4.528 4.852
58 H 1.232 4.033 6.296
59 H 0.287 5.113 5.459
60 H 1.722 5.725 6.326
61 H 1.825 4.064 3.760
62 H 2.645 6.998 4.184
63 H 1.074 6.438 3.497
64 H 3.587 6.867 0.820
65 H 3.341 7.948 2.160
66 H 1.950 7.525 1.167
67 H 4.074 4.798 4.054
68 H 3.550 3.524 4.746
69 C -7.545 0.050 -2.130
70 C -7.418 0.359 -0.630
71 C -6.306 -0.451 0.089
72 O -6.617 -1.836 0.131
73 C -5.444 -2.644 0.434
74 N -7.226 1.809 -0.437
75 H -7.551 -0.988 -2.461
76 H -6.708 0.554 -2.615
77 H -8.450 0.571 -2.441
78 H -8.363 0.035 -0.195
79 H -6.296 -0.151 1.137
80 H -5.355 -0.187 -0.374
81 H -4.696 -2.583 -0.356
82 H -5.775 -3.680 0.372
83 H -5.132 -2.580 1.477
84 H -7.540 2.213 -1.308
85 H -6.230 1.972 -0.484
86 C -2.694 6.439 -3.915
87 C -3.630 5.908 -4.920
88 C -4.758 6.891 -5.334
89 O -5.403 7.467 -4.225
90 C -6.369 8.497 -4.547
91 N -2.879 5.473 -6.085
92 H -3.288 6.811 -3.080
93 H -1.996 7.190 -4.285
94 H -2.076 5.618 -3.550
95 H -4.060 5.038 -4.423
96 H -5.510 6.314 -5.872
97 H -4.369 7.666 -5.995
98 H -7.181 8.073 -5.138
99 H -5.911 9.312 -5.108
100 H -6.939 8.815 -3.674
101 H -3.648 5.070 -6.602
102 H -2.279 4.742 -5.730
103 C 0.353 -0.389 -1.473
104 C -0.757 -0.290 -0.451
105 C -0.177 0.028 0.930
106 O 0.678 -0.891 1.568
107 C 0.100 -1.952 2.266
108 N -1.498 0.901 -0.813
109 H 1.077 -1.180 -1.274
110 H 0.936 0.521 -1.611
111 H -0.173 -0.781 -2.343
112 H -1.347 -1.205 -0.504
113 H -1.019 0.327 1.554
114 H 0.488 0.878 0.778
115 H 0.630 -2.866 1.996
116 H -0.965 -2.155 2.149
117 H 0.267 -1.719 3.317
118 H -0.810 1.636 -0.896
119 H -2.045 1.235 -0.033
120 C -3.741 -1.145 -3.695
121 O -4.008 -0.223 -4.437
122 N -4.498 -2.206 -3.485
123 N -2.771 -1.270 -2.817
124 H -5.400 -2.231 -3.939
125 H -4.218 -2.763 -2.690
126 H -2.073 -0.563 -2.634
127 H -2.719 -2.039 -2.164
128 C -0.896 2.833 -4.342
129 O -1.199 3.146 -5.462
130 N 0.137 3.357 -3.781
131 N -1.609 2.103 -3.526
132 H 0.344 3.163 -2.812
133 H 0.749 4.013 -4.244
134 H -2.402 1.760 -4.049
135 H -1.267 1.817 -2.620
136 C -6.719 3.011 -4.230
137 O -7.328 3.081 -3.197
138 N -5.639 2.295 -4.359
139 N -7.056 3.525 -5.396
140 H -5.390 1.644 -3.628
141 H -5.156 2.280 -5.246
142 H -6.506 3.533 -6.243
143 H -7.788 4.222 -5.416
144 C 6.841 -2.384 -2.663
145 O 7.515 -2.875 -1.772
146 N 7.231 -1.842 -3.764
147 N 5.586 -2.224 -2.694
148 H 6.583 -1.644 -4.512
149 H 8.201 -1.744 -4.030
150 H 5.083 -2.593 -1.900
151 H 5.186 -2.033 -3.602
152 C 4.239 0.457 -1.029
153 C 4.466 1.495 -2.117
154 C 3.565 1.155 -3.362
155 O 3.988 2.724 -1.538
156 H 3.174 0.271 -0.886
157 H 4.600 0.836 -0.073
158 H 4.802 -0.436 -1.298
159 H 5.509 1.556 -2.430
160 H 4.095 0.528 -4.079
161 H 3.400 2.080 -3.916
162 H 2.617 0.628 -3.265
163 H 4.619 2.966 -0.856
164 C 3.100 2.516 -8.588
165 C 3.032 1.772 -7.200
166 C 1.668 1.451 -6.773
167 O 3.741 0.557 -7.400
168 H 4.106 2.922 -8.693
169 H 2.306 3.261 -8.625
170 H 2.669 1.856 -9.341
171 H 3.446 2.402 -6.413
172 H 0.948 2.198 -7.107
173 H 1.572 1.658 -5.707
174 H 1.380 0.422 -6.986
175 H 4.600 0.700 -7.805
176 C -3.162 -3.315 5.039
177 C -3.972 -4.631 5.009
178 C -4.105 -5.037 3.555
179 O -3.417 -5.678 5.755
180 H -3.557 -2.697 4.233
181 H -2.146 -3.456 4.671
182 H -3.105 -2.675 5.920
183 H -4.891 -4.503 5.581
184 H -4.481 -6.059 3.517
185 H -3.171 -5.266 3.042
186 H -4.718 -4.337 2.987
187 H -2.592 -5.955 5.349
188 C -1.773 -8.202 3.465
189 C -0.437 -7.486 3.753
190 C 0.370 -7.361 2.405
191 O -0.708 -6.258 4.371
192 H -2.584 -7.990 4.162
193 H -1.785 -9.289 3.553
194 H -2.129 -7.996 2.456
195 H 0.131 -8.172 4.382
196 H 1.371 -6.999 2.642
197 H -0.087 -6.652 1.714
198 H 0.461 -8.329 1.913
199 H 0.047 -5.702 4.166
200 C -0.352 4.040 0.864
201 C -0.002 4.406 -0.549
202 C 1.178 5.388 -0.702
203 O 0.533 3.203 -0.972
204 H -1.065 3.258 1.124
205 H -0.944 4.893 1.197
206 H 0.492 3.859 1.530
207 H -0.821 4.840 -1.123
208 H 0.918 6.401 -0.395
209 H 1.347 5.404 -1.779
210 H 2.142 5.158 -0.250
211 H 1.377 3.187 -0.515
212 C -1.400 -5.159 -2.606
213 C -1.957 -5.168 -1.186
214 C -1.059 -4.552 -0.164
215 O -3.089 -4.310 -1.269
216 H -2.044 -5.357 -3.462
217 H -0.558 -5.837 -2.748
218 H -0.955 -4.200 -2.872
219 H -2.073 -6.225 -0.948
220 H -0.971 -3.466 -0.167
221 H 0.007 -4.768 -0.241
222 H -1.438 -4.733 0.842
223 H -3.872 -4.825 -1.474
224 C 1.692 1.221 4.045
225 C 3.156 0.758 4.178
226 C 3.748 -0.197 3.046
227 O 4.109 1.835 4.210
228 H 1.461 1.863 3.195
229 H 1.466 1.833 4.918
230 H 1.024 0.365 3.953
231 H 3.289 0.263 5.139
232 H 3.946 0.242 2.068
233 H 2.975 -0.955 2.920
234 H 4.540 -0.887 3.339
235 H 4.966 1.427 4.068
236 C 1.142 -1.811 6.582
237 C 0.851 -2.927 7.566
238 C -0.512 -3.541 7.411
239 O 1.822 -3.909 7.450
240 H 0.837 -2.228 5.622
241 H 2.189 -1.508 6.597
242 H 0.531 -0.925 6.755
243 H 1.021 -2.533 8.568
244 H -1.320 -2.816 7.306
245 H -0.795 -4.304 8.136
246 H -0.456 -4.082 6.467
247 H 1.626 -4.545 8.142
248 C -2.393 0.268 6.628
249 C -2.978 1.665 6.560
250 C -2.105 2.604 5.846
251 O -4.189 1.521 5.793
252 H -3.028 -0.500 7.070
253 H -1.459 0.389 7.175
254 H -2.085 -0.084 5.643
255 H -3.252 1.966 7.571
256 H -1.330 2.908 6.550
257 H -2.551 3.521 5.460
258 H -1.649 2.153 4.964
259 H -4.751 2.244 6.082
260 C 3.685 -3.856 3.966
261 C 2.736 -5.090 3.980
262 C 3.188 -6.183 4.982
263 O 1.460 -4.715 4.445
264 H 3.711 -3.365 4.939
265 H 3.440 -3.148 3.174
266 H 4.756 -4.024 3.852
267 H 2.658 -5.488 2.968
268 H 2.420 -6.934 5.167
269 H 3.589 -5.666 5.854
270 H 4.039 -6.763 4.623
271 H 1.555 -4.669 5.399
272 C 4.938 3.653 1.452
273 C 6.095 4.307 0.654
274 C 7.369 4.074 1.395
275 O 6.259 3.886 -0.601
276 H 5.146 2.593 1.596
277 H 4.002 3.808 0.916
278 H 4.834 4.027 2.471
279 H 5.845 5.368 0.658
280 H 7.354 4.130 2.483
281 H 8.193 4.693 1.040
282 H 7.607 3.029 1.195
283 H 6.980 4.397 -0.976



Molecular formula: C12H23N2O
Method: DFT, wB97M-V/def2-TZVPD

## Properties
Relative energy (zero: lowest compared OMol25 entry of this formula, charge and spin), kJ/mol: 148.1
Multiplicity: 1
Total charge: +1
LUMO energy, eV: -3.972

Element x y z (Å)
1 C 4.105 -0.443 -0.640
2 C 3.045 0.402 -0.236
3 C 3.968 -1.631 0.041
4 C 2.335 -0.290 0.632
5 C 0.074 -2.264 -0.248
6 C -1.968 -1.457 0.926
7 C -1.782 -1.140 -1.583
8 C -0.073 2.573 -0.356
9 C -2.417 1.719 -0.561
10 C 1.146 0.000 1.247
11 C -0.918 -1.076 -0.207
12 C -1.030 1.479 0.058
13 N -1.106 1.661 1.519
14 N -0.264 0.146 -0.148
15 O 2.847 -1.569 0.784
16 H 4.946 -0.153 -1.268
17 H 2.831 1.442 -0.292
18 H 4.736 -2.373 0.066
19 H 0.271 -2.564 0.724
20 H -0.250 -3.051 -0.871
21 H 1.030 -1.997 -0.702
22 H -2.270 -2.453 0.654
23 H -2.824 -0.784 0.930
24 H -1.344 -1.284 1.883
25 H -2.164 -2.127 -1.708
26 H -2.608 -0.444 -1.286
27 H -1.235 -0.774 -2.384
28 H 0.196 2.624 -1.446
29 H -0.643 3.557 -0.210
30 H 0.814 2.650 0.242
31 H -3.047 1.020 0.018
32 H -2.778 2.700 -0.201
33 H -2.586 1.841 -1.664
34 H 0.757 -0.468 2.052
35 H 1.044 1.115 1.468
36 H -1.771 2.425 1.726
37 H -1.536 0.822 1.933
38 H 0.471 0.164 -0.893



Frontier orbital gap values, unit hartree, following the record order: 0.30610, 0.31304.